No. 1
Density functional theory data (wB97M-V/def2-TZVPD) for a structure of composition C13H40N2O13 at a distorted geometry.

Each line ends with the Löwdin charge.
Element x y z (Å)
C: 12.615 1.741 -17.230  -0.600
O: 12.991 2.781 -16.785  -0.109
N: 11.366 1.492 -17.248  0.206
N: 13.274 0.612 -17.428  0.154
H: 10.907 0.620 -17.468  0.045
H: 10.781 2.284 -17.022  0.047
H: 12.761 -0.240 -17.602  0.034
H: 14.259 0.752 -17.601  -0.086
C: 10.310 3.937 -17.052  -0.221
C: 9.052 4.662 -16.307  -0.121
O: 8.445 3.578 -15.521  -0.085
O: 9.872 3.107 -18.099  -0.070
H: 10.931 3.370 -16.358  0.106
H: 11.003 4.667 -17.469  0.094
H: 8.265 5.221 -16.815  0.107
H: 9.454 5.414 -15.628  0.111
H: 8.572 2.773 -16.029  0.061
H: 9.223 3.639 -18.565  0.112
C: 13.025 4.905 -17.060  -0.288
C: 14.304 4.553 -16.434  -0.256
O: 14.368 5.251 -15.191  -0.046
O: 12.812 6.309 -17.349  -0.037
H: 12.333 4.400 -16.386  0.096
H: 12.900 4.370 -18.001  0.139
H: 15.041 5.029 -17.081  0.125
H: 14.562 3.494 -16.439  0.084
H: 13.530 5.121 -14.741  0.097
H: 13.431 6.501 -18.058  0.080
C: 17.108 0.578 -19.282  -0.230
C: 15.818 1.397 -18.757  -0.112
O: 15.419 1.013 -17.469  -0.086
O: 18.314 0.956 -18.699  -0.055
H: 17.153 0.571 -20.371  0.110
H: 17.102 -0.502 -19.137  0.112
H: 14.971 1.151 -19.398  0.133
H: 16.070 2.456 -18.698  0.137
H: 16.145 1.356 -16.942  0.139
H: 18.960 0.382 -19.118  0.093
C: 14.507 2.419 -14.613  -0.183
C: 14.925 1.634 -13.302  -0.194
O: 14.083 1.986 -12.172  -0.076
O: 13.051 2.326 -14.725  -0.035
H: 14.998 1.914 -15.445  0.081
H: 14.746 3.464 -14.411  0.101
H: 15.978 1.681 -13.025  0.109
H: 14.656 0.587 -13.435  0.086
H: 13.965 1.184 -11.659  0.072
H: 12.805 2.553 -15.625  -0.123
C: 14.085 -2.963 -15.693  -0.194
C: 14.080 -1.449 -16.323  -0.152
O: 14.259 -0.501 -15.257  -0.051
O: 13.394 -3.135 -14.481  -0.056
H: 15.089 -3.270 -15.400  0.101
H: 13.960 -3.737 -16.450  0.109
H: 13.058 -1.202 -16.612  0.023
H: 14.867 -1.364 -17.072  0.135
H: 14.921 0.122 -15.566  0.050
H: 13.310 -2.310 -13.998  0.087
C: 10.651 -1.959 -17.146  -0.156
C: 10.672 -0.950 -18.332  -0.171
O: 12.000 -0.695 -18.854  -0.063
O: 11.324 -1.433 -15.983  -0.051
H: 11.142 -2.920 -17.296  0.121
H: 9.680 -2.318 -16.808  0.125
H: 10.176 0.001 -18.135  0.101
H: 9.983 -1.272 -19.113  0.130
H: 12.095 -0.981 -19.765  0.120
H: 12.245 -1.328 -16.235  -0.062

Values from the calculation:
Net charge: 0
HOMO-LUMO gap: 8.446 eV
ΔE to the lowest compared entry with this formula, charge and spin: 1402.0 kJ/mol
LUMO: -0.15 eV
Energy: -43711.1949 eV

No. 2
Density functional theory data (wB97M-V/def2-TZVPD) for a cluster of 8 separate species, C13H41BF4N11O9 in total at a distorted geometry.

Each line ends with the Löwdin charge.
Element x y z (Å)
B: 0.994 2.114 0.396  -1.527
F: 1.141 0.741 0.444  0.095
F: 0.690 2.568 1.653  0.121
F: 2.141 2.575 -0.073  0.166
F: 0.080 2.406 -0.535  0.146
C: 0.743 -0.225 6.759  -0.938
O: 1.697 0.431 6.843  0.108
N: 0.140 -0.840 7.640  0.167
N: 0.226 -0.495 5.617  0.172
H: 0.480 -0.909 8.589  0.131
H: -0.851 -0.984 7.515  0.117
H: -0.683 -0.913 5.748  0.105
H: 0.621 0.011 4.837  0.138
C: -4.562 -0.076 -4.714  -0.758
O: -5.103 -0.217 -3.645  0.043
N: -4.343 -0.820 -5.807  0.152
N: -3.854 1.008 -4.827  0.131
H: -4.718 -1.753 -5.905  0.112
H: -3.726 -0.370 -6.468  0.097
H: -3.613 1.705 -4.137  0.128
H: -3.516 1.253 -5.747  0.095
C: -5.027 1.460 2.612  -0.738
O: -6.284 1.308 2.624  -0.035
N: -4.198 2.014 3.525  0.143
N: -4.356 1.157 1.591  0.162
H: -4.570 2.513 4.320  0.104
H: -3.195 2.053 3.416  0.105
H: -3.442 1.571 1.473  0.126
H: -4.856 0.772 0.802  0.133
C: 7.006 -0.821 1.538  -0.840
O: 6.817 -0.110 2.514  0.044
N: 6.451 -0.671 0.385  0.158
N: 7.796 -1.782 1.445  0.156
H: 6.147 0.277 0.216  0.130
H: 6.459 -1.399 -0.315  0.112
H: 8.056 -2.211 0.568  0.115
H: 8.259 -2.195 2.241  0.126
C: 4.982 6.490 4.241  -0.807
O: 5.019 5.417 4.765  0.062
N: 4.043 6.809 3.429  0.163
N: 5.792 7.520 4.553  0.140
H: 4.014 7.713 2.979  0.109
H: 3.316 6.115 3.327  0.133
H: 6.478 7.315 5.266  0.106
H: 5.795 8.361 3.995  0.093
C: -4.553 -7.306 0.641  -0.095
O: -3.590 -7.010 -0.404  -0.173
C: -3.631 -5.651 -0.713  -0.262
C: -2.836 -5.561 -2.022  -0.176
N: -1.438 -6.101 -1.681  0.003
C: -0.844 -4.926 -1.145  -0.292
C: 0.579 -4.934 -1.719  -0.198
O: 0.568 -5.103 -3.141  -0.219
C: -0.095 -4.043 -3.890  -0.061
H: -4.662 -8.380 0.791  0.084
H: -5.529 -6.869 0.431  0.073
H: -4.394 -6.804 1.595  0.080
H: -3.276 -5.043 0.119  0.120
H: -4.633 -5.233 -0.817  0.115
H: -2.865 -4.557 -2.446  0.091
H: -3.330 -6.038 -2.868  0.112
H: -0.932 -6.008 -2.550  0.063
H: -0.753 -5.017 -0.063  0.117
H: -1.289 -3.932 -1.191  0.120
H: 1.135 -5.798 -1.355  0.125
H: 1.072 -4.037 -1.343  0.122
H: -1.170 -3.960 -3.733  0.070
H: 0.079 -4.265 -4.942  0.085
H: 0.428 -3.118 -3.644  0.095
C: 1.733 6.184 -4.602  -0.237
C: 0.566 6.915 -3.951  -0.278
O: 0.688 6.993 -2.559  -0.049
O: 1.528 4.779 -4.465  -0.074
H: 2.625 6.422 -4.023  0.121
H: 1.736 6.415 -5.668  0.118
H: -0.374 6.510 -4.324  0.119
H: 0.670 7.941 -4.305  0.112
H: 0.780 6.122 -2.167  0.087
H: 1.522 4.529 -3.539  0.080

Values from the calculation:
Net charge: -1
HOMO-LUMO gap: 9.441 eV
ΔE to the lowest compared entry with this formula, charge and spin: 716.8 kJ/mol
LUMO: 1.97 eV
Energy: -60515.9578 eV

No. 3
Density functional theory data (wB97M-V/def2-TZVPD) for a cluster of 5 separate species, C13H41N4O4 in total at a distorted geometry.

Each line ends with the Löwdin charge.
Element x y z (Å)
N: -0.747 26.499 -1.636  0.361
H: -1.619 26.350 -2.124  0.150
H: -0.728 25.883 -0.836  0.155
H: -0.651 27.470 -1.377  0.157
H: 0.031 26.179 -2.195  0.154
C: 3.548 23.525 -3.884  -0.141
O: 3.111 24.918 -3.843  -0.145
H: 3.656 23.051 -4.860  0.078
H: 4.503 23.477 -3.360  0.072
H: 2.970 22.828 -3.277  0.071
H: 3.582 25.381 -4.539  0.067
C: 1.208 31.797 -3.584  -0.071
C: 1.667 31.795 -2.117  -0.417
C: 2.192 33.253 -1.736  -0.227
O: 2.368 33.284 -0.350  -0.223
C: 2.986 34.510 0.245  -0.029
N: 0.556 31.469 -1.232  0.022
H: 0.782 30.860 -3.945  0.066
H: 1.927 32.224 -4.284  0.080
H: 0.318 32.417 -3.689  0.071
H: 2.457 31.088 -1.866  0.129
H: 1.551 34.020 -2.172  0.119
H: 3.128 33.526 -2.222  0.118
H: 2.902 34.405 1.327  0.086
H: 2.475 35.424 -0.056  0.082
H: 4.016 34.592 -0.103  0.083
H: 0.861 31.839 -0.343  0.053
H: -0.059 32.230 -1.482  0.063
C: 2.372 23.419 2.879  -0.083
C: 1.003 23.061 3.405  -0.457
C: 1.051 22.684 4.943  -0.153
O: 1.942 21.558 5.050  -0.215
C: 3.128 21.723 5.803  -0.105
N: 0.132 24.108 3.002  0.016
H: 2.353 23.740 1.837  0.068
H: 2.996 22.526 2.875  0.077
H: 2.964 24.207 3.344  0.081
H: 0.687 22.180 2.846  0.139
H: 0.064 22.346 5.258  0.115
H: 1.333 23.462 5.653  0.119
H: 3.917 22.335 5.366  0.078
H: 3.538 20.716 5.877  0.093
H: 2.796 22.169 6.740  0.086
H: -0.814 23.906 3.294  0.070
H: 0.483 24.859 3.579  0.073
C: -6.760 23.750 -2.772  -0.051
C: -5.217 23.974 -3.016  -0.437
C: -4.723 23.262 -4.267  -0.203
O: -3.379 23.661 -4.599  -0.182
C: -3.434 24.495 -5.749  -0.127
N: -4.993 25.395 -3.126  0.025
H: -7.370 24.129 -3.591  0.081
H: -7.086 24.288 -1.881  0.068
H: -7.062 22.743 -2.482  0.075
H: -4.633 23.629 -2.162  0.131
H: -5.418 23.303 -5.106  0.128
H: -4.721 22.224 -3.934  0.126
H: -2.523 25.075 -5.895  0.081
H: -4.178 25.290 -5.776  0.076
H: -3.537 23.804 -6.585  0.094
H: -5.459 25.629 -3.991  0.065
H: -5.600 25.760 -2.406  0.063

Values from the calculation:
Net charge: +1
HOMO-LUMO gap: 7.464 eV
ΔE to the lowest compared entry with this formula, charge and spin: 391.0 kJ/mol
LUMO: -3.52 eV
Energy: -28286.2276 eV

No. 4
Density functional theory data (wB97M-V/def2-TZVPD) for a cluster of 7 separate species, C13H42N4O9 in total at a distorted geometry.

Each line ends with the Löwdin charge.
Element x y z (Å)
C: 4.738 1.720 -5.108  -0.149
O: 4.873 1.467 -3.777  -0.171
C: 5.198 0.166 -3.441  -0.219
C: 3.975 -0.730 -3.474  -0.187
N: 3.315 -0.680 -2.158  -0.086
C: 2.028 -1.393 -2.124  -0.205
C: 2.165 -2.838 -2.472  -0.273
O: 1.087 -3.665 -2.182  -0.167
C: 0.082 -3.536 -3.137  -0.121
H: 4.654 2.787 -5.292  0.089
H: 3.884 1.210 -5.573  0.085
H: 5.623 1.395 -5.683  0.094
H: 5.646 0.076 -2.459  0.129
H: 5.878 -0.230 -4.210  0.120
H: 4.254 -1.779 -3.600  0.114
H: 3.256 -0.449 -4.260  0.123
H: 2.979 0.282 -2.012  0.064
H: 1.342 -0.896 -2.839  0.119
H: 1.546 -1.334 -1.148  0.125
H: 2.997 -3.222 -1.856  0.139
H: 2.576 -3.131 -3.457  0.121
H: 0.497 -3.928 -4.078  0.092
H: -0.192 -2.487 -3.312  0.082
H: -0.854 -4.021 -2.898  0.085
C: -4.318 -3.896 1.714  -0.117
O: -4.045 -3.009 0.659  -0.183
C: -4.083 -1.664 1.073  -0.234
C: -2.715 -1.092 1.430  -0.216
N: -2.845 0.086 2.262  -0.048
C: -3.453 -0.223 3.584  -0.192
C: -3.527 1.024 4.467  -0.254
O: -2.301 1.653 4.599  -0.222
C: -2.328 2.653 5.595  -0.081
H: -4.062 -4.894 1.373  0.086
H: -5.379 -3.825 1.973  0.089
H: -3.702 -3.715 2.604  0.088
H: -4.790 -1.541 1.907  0.097
H: -4.502 -1.086 0.244  0.125
H: -2.283 -0.745 0.483  0.112
H: -1.981 -1.848 1.742  0.125
H: -1.931 0.436 2.562  0.095
H: -2.754 -0.893 4.115  0.132
H: -4.474 -0.593 3.559  0.106
H: -3.783 0.570 5.439  0.126
H: -4.337 1.656 4.081  0.131
H: -2.976 3.456 5.220  0.094
H: -1.317 2.991 5.770  0.092
H: -2.807 2.276 6.505  0.089
N: -2.464 2.794 -0.129  0.161
C: -1.096 3.032 -0.390  -0.519
N: -0.758 4.095 -1.276  0.149
O: -0.206 2.302 0.124  -0.024
H: -2.611 2.044 0.559  0.091
H: -3.185 3.391 -0.461  0.081
H: -1.433 4.679 -1.712  0.081
H: 0.218 4.333 -1.270  0.091
O: 2.147 2.007 -1.411  -0.069
H: 1.220 2.143 -1.065  0.017
H: 2.307 2.739 -2.021  0.043
O: 0.446 1.664 3.787  -0.109
H: -0.395 1.363 4.179  -0.007
H: 0.705 1.020 3.069  0.003
O: 3.473 -0.347 0.757  -0.072
H: 4.101 0.282 1.133  0.052
H: 3.569 -0.243 -0.222  0.015
O: 0.744 -0.007 1.580  -0.088
H: 1.633 -0.429 1.566  0.034
H: 0.733 0.578 0.788  0.026

Values from the calculation:
Net charge: 0
HOMO-LUMO gap: 9.406 eV
SMILES: COCCNCCOC.COCCNCCOC.NC(N)=O.O.O.O.O
ΔE to the lowest compared entry with this formula, charge and spin: 0.0 kJ/mol
LUMO: 0.39 eV
Energy: -38548.1845 eV

Which value of energy does entry 1 give?
-43711.1949 eV

The lowest HOMO-LUMO gap belongs to which entry?
C13H41N4O4

Among the records above, which one has the highest energy?
C13H41N4O4

Repeat the fourth record exactly.
Density functional theory data (wB97M-V/def2-TZVPD) for a cluster of 7 separate species, C13H42N4O9 in total at a distorted geometry.

Each line ends with the Löwdin charge.
Element x y z (Å)
C: 4.738 1.720 -5.108  -0.149
O: 4.873 1.467 -3.777  -0.171
C: 5.198 0.166 -3.441  -0.219
C: 3.975 -0.730 -3.474  -0.187
N: 3.315 -0.680 -2.158  -0.086
C: 2.028 -1.393 -2.124  -0.205
C: 2.165 -2.838 -2.472  -0.273
O: 1.087 -3.665 -2.182  -0.167
C: 0.082 -3.536 -3.137  -0.121
H: 4.654 2.787 -5.292  0.089
H: 3.884 1.210 -5.573  0.085
H: 5.623 1.395 -5.683  0.094
H: 5.646 0.076 -2.459  0.129
H: 5.878 -0.230 -4.210  0.120
H: 4.254 -1.779 -3.600  0.114
H: 3.256 -0.449 -4.260  0.123
H: 2.979 0.282 -2.012  0.064
H: 1.342 -0.896 -2.839  0.119
H: 1.546 -1.334 -1.148  0.125
H: 2.997 -3.222 -1.856  0.139
H: 2.576 -3.131 -3.457  0.121
H: 0.497 -3.928 -4.078  0.092
H: -0.192 -2.487 -3.312  0.082
H: -0.854 -4.021 -2.898  0.085
C: -4.318 -3.896 1.714  -0.117
O: -4.045 -3.009 0.659  -0.183
C: -4.083 -1.664 1.073  -0.234
C: -2.715 -1.092 1.430  -0.216
N: -2.845 0.086 2.262  -0.048
C: -3.453 -0.223 3.584  -0.192
C: -3.527 1.024 4.467  -0.254
O: -2.301 1.653 4.599  -0.222
C: -2.328 2.653 5.595  -0.081
H: -4.062 -4.894 1.373  0.086
H: -5.379 -3.825 1.973  0.089
H: -3.702 -3.715 2.604  0.088
H: -4.790 -1.541 1.907  0.097
H: -4.502 -1.086 0.244  0.125
H: -2.283 -0.745 0.483  0.112
H: -1.981 -1.848 1.742  0.125
H: -1.931 0.436 2.562  0.095
H: -2.754 -0.893 4.115  0.132
H: -4.474 -0.593 3.559  0.106
H: -3.783 0.570 5.439  0.126
H: -4.337 1.656 4.081  0.131
H: -2.976 3.456 5.220  0.094
H: -1.317 2.991 5.770  0.092
H: -2.807 2.276 6.505  0.089
N: -2.464 2.794 -0.129  0.161
C: -1.096 3.032 -0.390  -0.519
N: -0.758 4.095 -1.276  0.149
O: -0.206 2.302 0.124  -0.024
H: -2.611 2.044 0.559  0.091
H: -3.185 3.391 -0.461  0.081
H: -1.433 4.679 -1.712  0.081
H: 0.218 4.333 -1.270  0.091
O: 2.147 2.007 -1.411  -0.069
H: 1.220 2.143 -1.065  0.017
H: 2.307 2.739 -2.021  0.043
O: 0.446 1.664 3.787  -0.109
H: -0.395 1.363 4.179  -0.007
H: 0.705 1.020 3.069  0.003
O: 3.473 -0.347 0.757  -0.072
H: 4.101 0.282 1.133  0.052
H: 3.569 -0.243 -0.222  0.015
O: 0.744 -0.007 1.580  -0.088
H: 1.633 -0.429 1.566  0.034
H: 0.733 0.578 0.788  0.026

Values from the calculation:
Net charge: 0
HOMO-LUMO gap: 9.406 eV
SMILES: COCCNCCOC.COCCNCCOC.NC(N)=O.O.O.O.O
ΔE to the lowest compared entry with this formula, charge and spin: 0.0 kJ/mol
LUMO: 0.39 eV
Energy: -38548.1845 eV